## P
Density functional theory data (the ωB97M-V functional and the def2-TZVPD basis) for the molecule C6H15BO3S3.

Values from the calculation:
SMILES = SCCOB(OCCS)OCCS

The geometry in ORCA input format:
```
! RIJCOSX wB97M-V def2-TZVPD def2/J DEFGRID3
* xyz 0 1
S -1.82 0.49 4.44
C -1.26 -0.25 2.85
C 0.26 -0.28 2.68
O 0.65 -0.87 1.44
B 0.23 -0.23 0.28
O -0.52 0.99 0.34
C -0.70 1.88 -0.73
C -1.96 1.59 -1.46
S -1.91 0.01 -2.20
O 0.61 -0.82 -0.94
C 1.92 -1.25 -1.10
C 2.44 -0.98 -2.51
S 1.38 -1.62 -3.74
H -0.79 -0.10 5.08
H -1.74 0.28 2.03
H -1.66 -1.26 2.82
H 0.72 -0.90 3.47
H 0.68 0.74 2.66
H 0.17 1.79 -1.40
H -0.69 2.90 -0.33
H -2.76 1.59 -0.70
H -2.27 2.32 -2.20
H -1.68 -0.58 -1.00
H 1.92 -2.35 -0.95
H 2.56 -0.80 -0.32
H 2.47 0.12 -2.65
H 3.43 -1.38 -2.66
H 0.33 -1.04 -3.20
*
```



## Q
Density functional theory data (the ωB97M-V functional and the def2-TZVPD basis) for the molecule C6H15BO3S3.

Values from the calculation:
SMILES = SCCOB(OCCS)OCCS

The geometry in ORCA input format:
```
! RIJCOSX wB97M-V def2-TZVPD def2/J DEFGRID3
* xyz 0 1
S -4.71 0.22 -0.71
C -3.09 -0.48 -1.12
C -1.93 0.29 -0.52
O -0.73 -0.33 -0.70
B 0.50 0.26 -0.32
O 0.45 1.33 0.65
C 1.67 1.80 1.28
C 1.38 1.88 2.85
S 0.29 3.29 3.17
O 1.71 -0.23 -0.88
C 1.52 -1.33 -1.76
C 1.68 -2.72 -1.12
S 0.81 -2.75 0.32
H -4.37 1.43 -1.42
H -3.13 -0.33 -2.22
H -3.00 -1.53 -0.98
H -1.86 1.32 -0.96
H -2.13 0.41 0.62
H 2.55 1.24 0.89
H 1.81 2.84 1.00
H 0.89 0.94 3.22
H 2.30 1.95 3.37
H -0.54 2.93 2.11
H 0.48 -1.15 -2.10
H 2.25 -1.04 -2.53
H 2.69 -2.69 -0.84
H 1.46 -3.52 -1.85
H 1.07 -4.05 0.56
*
```



Least stable: Q



## P
Density functional theory data (the ωB97M-V functional and the def2-TZVPD basis) for the molecule C3H3ClO.

Values from the calculation:
SMILES = C=C(Cl)C=O

The geometry in ORCA input format:
```
! RIJCOSX wB97M-V def2-TZVPD def2/J DEFGRID3
* xyz 0 1
C 1.15 0.54 -0.02
C 0.17 -0.33 -0.05
Cl 0.33 -2.01 -0.02
C -1.28 0.01 -0.05
O -1.97 -0.93 -0.01
H 0.99 1.63 -0.14
H 2.24 0.05 0.14
H -1.63 1.05 0.15
*
```



## Q
Density functional theory data (the ωB97M-V functional and the def2-TZVPD basis) for the molecule C3H3ClO.

Values from the calculation:
SMILES = O=C1C[C@H]1Cl

The geometry in ORCA input format:
```
! RIJCOSX wB97M-V def2-TZVPD def2/J DEFGRID3
* xyz 0 1
O 0.04 -2.13 0.11
C -0.12 -0.98 -0.12
C -0.74 0.29 0.44
C 0.27 0.26 -0.66
Cl 2.22 0.50 0.15
H -1.56 0.77 0.11
H -0.45 0.37 1.53
H 0.35 0.91 -1.56
*
```



## R
Density functional theory data (the ωB97M-V functional and the def2-TZVPD basis) for a cluster of 2 separate species, C3H3ClO in total.

The geometry in ORCA input format:
```
! RIJCOSX wB97M-V def2-TZVPD def2/J DEFGRID3
* xyz 0 1
C 0.15 0.15 0.01
C -0.64 1.11 0.20
C 1.44 -0.56 -0.18
O 0.21 -1.18 -0.10
Cl -3.54 0.05 0.16
H -1.63 1.41 0.52
H 1.82 -0.52 -1.14
H 2.20 -0.48 0.53
*
```



Least stable: R



## P
Density functional theory data (the ωB97M-V functional and the def2-TZVPD basis) for a cluster of 2 separate species, C7H14O in total.

Values from the calculation:
SMILES = CC(C)(C)C=O.C=C

The geometry in ORCA input format:
```
! RIJCOSX wB97M-V def2-TZVPD def2/J DEFGRID3
* xyz 0 1
C 0.49 0.80 -1.16
C -0.02 0.79 0.23
C -0.79 2.07 0.59
C 1.07 0.52 1.26
C -1.19 -0.37 0.31
O -2.09 -0.33 -0.52
H 0.69 -0.35 -1.43
H -0.27 1.08 -1.89
H 1.41 1.35 -1.31
H -0.10 2.92 0.61
H -1.25 1.98 1.57
H -1.57 2.27 -0.14
H 1.75 1.37 1.33
H 1.67 -0.35 0.99
H 0.64 0.34 2.25
H -1.43 -0.53 1.38
C -0.18 -2.17 -0.06
C 0.46 -2.01 -1.27
H 0.43 -2.33 0.82
H -1.12 -2.71 -0.05
H 1.53 -2.19 -1.36
H -0.11 -2.13 -2.18
*
```



## Q
Density functional theory data (the ωB97M-V functional and the def2-TZVPD basis) for a cluster of 3 separate species, C7H14O in total.

The geometry in ORCA input format:
```
! RIJCOSX wB97M-V def2-TZVPD def2/J DEFGRID3
* xyz 0 1
C -1.53 0.61 -0.85
C 0.27 0.08 0.66
C -2.73 0.17 -0.05
C 0.06 -1.33 1.13
C 2.77 0.28 1.15
C 1.00 0.40 -0.42
C 1.47 0.56 -1.62
O -1.51 0.14 -2.16
H -1.67 -0.82 -2.15
H -1.38 1.69 -0.88
H 0.03 0.88 1.35
H -2.77 -0.93 0.03
H -2.70 0.58 0.95
H -3.67 0.48 -0.53
H -0.99 -1.49 1.38
H 0.35 -2.05 0.37
H 0.64 -1.51 2.03
H 2.55 0.22 2.21
H 3.20 1.24 0.85
H 3.29 -0.59 0.77
H 2.53 0.68 -1.78
H 0.79 0.69 -2.45
*
```



## R
Density functional theory data (the ωB97M-V functional and the def2-TZVPD basis) for a cluster of 2 separate species, C7H14O in total.

Values from the calculation:
SMILES = C=C(C)C/C=C/C.O

The geometry in ORCA input format:
```
! RIJCOSX wB97M-V def2-TZVPD def2/J DEFGRID3
* xyz 0 1
C 0.89 1.01 2.93
C 0.90 0.78 1.63
C 1.17 1.96 0.66
C 1.12 -0.49 0.90
C 0.06 -0.71 -0.18
C -1.19 -1.09 0.12
C -2.09 -1.68 -0.90
H 0.89 2.05 3.28
H 0.53 0.38 3.75
H 1.65 2.77 1.24
H 1.84 1.68 -0.15
H 0.23 2.38 0.33
H 0.98 -1.33 1.60
H 2.15 -0.52 0.54
H 0.48 -0.75 -1.17
H -1.41 -1.05 1.17
H -1.64 -1.83 -1.89
H -2.96 -1.10 -1.23
H -2.37 -2.72 -0.72
O -0.63 0.07 -3.84
H -0.18 0.89 -4.10
H 0.02 -0.33 -3.26
*
```



Least stable: Q



## P
Density functional theory data (the ωB97M-V functional and the def2-TZVPD basis) for the molecule C20H19N7O2S.

Values from the calculation:
SMILES = CC(C)[C@H]1COC(=O)N1c1ccn2ncc(-c3ccc(-c4nnc(N)s4)cc3)c2n1

The geometry in ORCA input format:
```
! RIJCOSX wB97M-V def2-TZVPD def2/J DEFGRID3
* xyz 0 1
C -2.50 0.53 2.97
C -2.60 1.97 3.05
C -1.77 2.56 4.18
C -2.29 2.49 1.64
C -3.29 3.58 1.08
O -2.51 4.76 0.89
C -1.17 4.42 1.24
O -0.25 5.22 1.21
N -0.99 3.09 1.55
C 0.20 2.47 1.06
C 1.48 2.94 1.53
C 2.67 2.19 1.48
N 2.49 0.91 0.92
N 3.60 0.07 0.67
C 2.97 -0.73 -0.19
C 1.53 -0.46 -0.42
C 0.67 -1.08 -1.50
C -0.72 -1.07 -1.43
C -1.42 -1.85 -2.38
C -0.77 -2.51 -3.44
C -1.58 -3.56 -4.23
N -1.06 -4.47 -5.02
N -1.90 -5.30 -5.64
C -3.11 -5.10 -5.25
N -4.30 -5.83 -5.45
S -3.28 -3.67 -4.24
C 0.61 -2.44 -3.51
C 1.28 -1.82 -2.50
C 1.28 0.56 0.34
N 0.10 1.28 0.52
H -3.27 0.12 2.30
H -2.69 0.22 4.02
H -1.44 0.31 2.61
H -3.59 2.14 3.24
H -2.26 2.31 5.14
H -0.70 2.15 4.19
H -1.77 3.59 3.97
H -2.35 1.59 1.01
H -4.20 3.78 1.74
H -3.72 3.17 0.10
H 1.60 3.96 1.83
H 3.65 2.56 1.69
H 3.57 -1.54 -0.69
H -1.32 -0.50 -0.74
H -2.49 -2.05 -2.21
H -4.23 -6.66 -6.03
H -5.12 -5.60 -4.88
H 1.13 -2.92 -4.35
H 2.29 -2.05 -2.36
*
```



## Q
Density functional theory data (the ωB97M-V functional and the def2-TZVPD basis) for the molecule C20H19N7O2S.

Values from the calculation:
SMILES = NC(=O)c1cnc(-c2cnc(Nc3ccc(N4CCOCC4)cc3)c3nccn23)s1

The geometry in ORCA input format:
```
! RIJCOSX wB97M-V def2-TZVPD def2/J DEFGRID3
* xyz 0 1
N 2.66 -0.57 9.07
C 3.79 -0.68 8.32
O 4.83 -0.43 8.90
C 3.78 -0.92 6.91
C 4.70 -1.70 6.25
N 4.38 -1.90 4.94
C 3.28 -1.26 4.59
C 2.75 -1.24 3.21
C 1.52 -0.65 3.02
N 0.96 -0.43 1.75
C 1.60 -0.89 0.70
N 1.17 -0.75 -0.58
C 0.20 0.13 -1.12
C 0.45 0.58 -2.42
C -0.46 1.39 -3.12
C -1.64 1.79 -2.49
N -2.51 2.62 -3.15
C -3.91 2.17 -3.44
C -4.81 3.35 -3.78
O -4.28 4.30 -4.71
C -2.97 4.75 -4.36
C -2.03 3.58 -4.18
C -1.92 1.31 -1.18
C -0.98 0.55 -0.46
C 2.90 -1.59 0.81
N 3.70 -2.12 -0.09
C 4.81 -2.51 0.61
C 4.64 -2.33 1.95
N 3.42 -1.73 2.08
S 2.47 -0.39 5.87
H 2.82 -0.38 10.05
H 1.75 -0.58 8.61
H 5.54 -2.17 6.77
H 0.99 -0.23 3.88
H 1.87 -1.09 -1.25
H 1.31 0.22 -2.96
H -0.27 1.61 -4.16
H -4.32 1.62 -2.55
H -3.94 1.49 -4.33
H -5.02 3.89 -2.86
H -5.77 3.01 -4.20
H -3.02 5.31 -3.43
H -2.55 5.40 -5.15
H -1.96 3.10 -5.16
H -1.04 3.92 -3.98
H -2.80 1.65 -0.66
H -1.21 0.29 0.54
H 5.69 -3.00 0.14
H 5.37 -2.59 2.73
*
```



Least stable: P